(1)
Formula: C5H8O
Source: the OMol25 dataset
Level of theory: the ωB97M-V functional and the def2-TZVPD basis

```
! wB97M-V def2-TZVPD RIJCOSX def2/J DEFGRID3
* xyz 0 1
C -0.212 0.033 -1.412
C 0.231 -1.174 -0.579
C 0.301 -0.929 0.902
C 0.071 0.246 1.496
C -0.266 1.561 0.850
O 0.344 2.563 1.135
H 0.351 0.935 -1.159
H -1.291 0.213 -1.310
H -0.017 -0.115 -2.467
H -0.437 -2.031 -0.754
H 1.219 -1.506 -0.924
H 0.600 -1.781 1.522
H 0.201 0.358 2.570
H -1.095 1.628 0.129
*
```

As for the strongest force on any atom: 0.43 eV/A. Its SMILES is CC/C=C\C=O. For the HOMO energy, the calculation gives -9.7 eV.

(2)
Formula: BrH6P3Si
Source: the OMol25 dataset
Level of theory: the ωB97M-V functional and the def2-TZVPD basis

```
! wB97M-V def2-TZVPD RIJCOSX def2/J DEFGRID3
* xyz 0 1
Si -0.409 0.483 0.364
P 3.299 1.052 -2.337
P -0.757 -0.034 2.491
P -1.718 -0.889 -0.900
Br -1.213 2.530 0.232
H 3.533 -0.051 -1.412
H 2.364 1.661 -1.444
H -2.155 0.043 2.643
H -0.913 -1.489 2.166
H -0.636 -1.267 -1.823
H -1.394 -2.040 0.019
*
```

As for the strongest force on any atom: 2.04 eV/A. For the HOMO energy (alpha / beta), the calculation gives -9.1 / -8.1 eV.

(3)
Formula: C42H105BN7O22
Source: the OMol25 dataset
Level of theory: the ωB97M-V functional and the def2-TZVPD basis

```
! wB97M-V def2-TZVPD RIJCOSX def2/J DEFGRID3
* xyz -1 1
O -2.415 -1.738 0.496
C -1.924 -0.668 0.264
O -0.939 -0.465 -0.592
B -0.576 0.962 -0.618
O -1.482 1.591 0.376
C -2.341 0.700 0.833
O -3.234 0.916 1.605
O -0.696 1.540 -1.962
C 0.497 1.886 -2.405
O 0.719 2.305 -3.509
C 1.504 1.672 -1.243
O 0.819 1.192 -0.220
O 2.678 1.908 -1.261
C -5.204 -2.311 -0.787
O -5.987 -3.332 -1.404
H -5.685 -1.336 -0.881
H -4.996 -2.607 0.237
H -4.225 -2.231 -1.273
H -6.485 -2.965 -2.136
C 0.805 3.950 -6.840
O 0.148 4.215 -5.607
H 1.821 3.583 -6.655
H 0.293 3.086 -7.293
H 0.713 4.802 -7.503
H 0.311 3.469 -5.016
C 5.365 1.975 1.139
O 4.255 1.122 1.061
H 5.300 2.890 0.543
H 5.614 2.252 2.165
H 6.263 1.436 0.799
H 3.923 1.082 0.154
C -2.736 -1.232 -3.769
O -3.021 -1.057 -5.166
H -2.801 -0.259 -3.288
H -3.470 -1.965 -3.438
H -1.717 -1.587 -3.601
H -2.388 -1.501 -5.731
C 2.073 0.128 -6.222
O 3.469 0.398 -6.045
C 4.216 -0.593 -5.363
C 4.313 -0.190 -3.898
N 5.141 -1.153 -3.191
C 5.977 -0.757 -2.081
C 7.082 0.186 -2.558
O 7.755 0.612 -1.382
C 8.892 1.422 -1.612
H 1.530 0.533 -5.367
H 1.825 -0.917 -6.413
H 1.889 0.728 -7.114
H 5.230 -0.599 -5.772
H 3.854 -1.617 -5.499
H 3.322 -0.178 -3.414
H 4.628 0.847 -3.800
H 4.860 -2.111 -3.270
H 6.462 -1.617 -1.618
H 5.369 -0.286 -1.297
H 6.638 1.091 -2.988
H 7.714 -0.350 -3.271
H 9.400 1.168 -2.543
H 9.608 1.204 -0.813
H 8.617 2.474 -1.502
C -0.262 7.921 6.308
O -1.169 7.457 5.329
C -1.126 8.265 4.176
C -2.019 7.681 3.090
N -1.432 6.593 2.304
C -0.979 5.382 3.016
C 0.547 5.236 2.887
O 1.021 5.457 1.591
C 0.686 4.408 0.693
H -0.622 8.870 6.720
H 0.748 8.041 5.899
H -0.171 7.180 7.102
H -0.122 8.380 3.738
H -1.416 9.301 4.421
H -2.196 8.470 2.352
H -2.988 7.338 3.457
H -0.589 6.972 1.881
H -1.518 4.524 2.597
H -1.280 5.380 4.066
H 0.957 4.323 3.334
H 0.906 6.037 3.547
H 1.412 3.597 0.820
H 0.738 4.732 -0.345
H -0.313 4.037 0.925
C 1.128 -7.322 2.688
O 0.511 -6.133 2.248
C -0.757 -6.355 1.679
C -1.294 -5.066 1.108
N -1.286 -3.928 2.076
C -2.235 -4.124 3.142
C -2.120 -3.076 4.250
O -0.822 -2.937 4.742
C -0.673 -1.969 5.740
H 1.655 -7.102 3.617
H 1.777 -7.762 1.928
H 0.351 -8.042 2.984
H -1.418 -6.822 2.424
H -0.722 -7.093 0.859
H -2.349 -5.236 0.839
H -0.731 -4.632 0.285
H -1.634 -3.204 1.446
H -2.042 -5.072 3.660
H -3.290 -4.168 2.824
H -2.805 -3.371 5.063
H -2.547 -2.140 3.851
H -1.394 -1.153 5.595
H 0.317 -1.518 5.716
H -0.856 -2.415 6.727
C -2.683 -9.231 -3.632
C -2.170 -8.282 -2.533
C -2.595 -6.879 -2.934
O -2.206 -5.994 -1.903
C -2.374 -4.641 -2.182
N -2.801 -8.662 -1.258
H -2.767 -8.753 -4.613
H -3.702 -9.595 -3.473
H -2.037 -10.104 -3.729
H -1.088 -8.381 -2.469
H -3.678 -6.829 -3.109
H -2.100 -6.550 -3.860
H -1.742 -4.233 -2.988
H -1.977 -4.041 -1.359
H -3.425 -4.369 -2.325
H -3.719 -9.051 -1.422
H -2.916 -7.815 -0.709
C 1.715 -2.584 -0.583
C 2.585 -2.674 0.662
C 2.316 -1.526 1.628
O 1.070 -1.838 2.262
C 0.519 -0.728 2.905
N 2.458 -4.016 1.299
H 0.647 -2.527 -0.372
H 1.882 -3.419 -1.271
H 1.988 -1.688 -1.153
H 3.629 -2.555 0.334
H 2.215 -0.552 1.146
H 3.094 -1.480 2.399
H 0.557 0.186 2.306
H 0.974 -0.512 3.884
H -0.513 -0.944 3.196
H 2.253 -4.648 0.523
H 3.410 -4.367 1.439
C 0.866 6.856 -2.403
C 2.212 6.612 -3.063
C 2.839 5.324 -2.509
O 4.107 5.169 -3.113
C 4.620 3.857 -2.989
N 2.071 6.530 -4.502
H 0.192 5.998 -2.446
H 0.373 7.731 -2.824
H 1.022 7.031 -1.333
H 2.894 7.420 -2.788
H 2.143 4.485 -2.630
H 2.993 5.415 -1.419
H 3.957 3.147 -3.489
H 4.712 3.543 -1.940
H 5.642 3.884 -3.366
H 2.931 6.198 -4.926
H 1.374 5.892 -4.879
C -4.403 0.737 4.801
C -5.489 -0.300 4.556
C -6.883 0.314 4.486
O -7.911 -0.617 4.296
C -8.364 -1.252 5.446
N -5.177 -1.036 3.302
H -3.468 0.177 4.741
H -4.415 1.111 5.828
H -4.446 1.535 4.064
H -5.442 -1.113 5.290
H -6.901 1.061 3.691
H -7.001 0.851 5.444
H -8.816 -0.539 6.152
H -7.643 -1.881 5.978
H -9.200 -1.905 5.181
H -5.922 -1.049 2.613
H -4.432 -0.553 2.801
*
```

As for the strongest force on any atom: 2.01 eV/A. For the HOMO energy, the calculation gives -5.9 eV.

(4)
Formula: C20H18BrNO6S
Source: the OMol25 dataset
Level of theory: the ωB97M-V functional and the def2-TZVPD basis

```
! wB97M-V def2-TZVPD RIJCOSX def2/J DEFGRID3
* xyz 0 1
C -4.729 -2.455 -1.047
O -3.319 -2.284 -1.093
C -2.718 -2.041 0.085
O -3.328 -1.925 1.121
C -1.251 -1.929 -0.036
C -0.494 -1.815 1.128
C 0.880 -1.715 1.072
C 1.518 -1.713 -0.166
N 2.900 -1.590 -0.297
C 3.844 -1.726 0.667
O 3.658 -2.075 1.808
C 5.258 -1.465 0.152
S 5.463 0.116 -0.722
C 5.143 1.294 0.639
C 3.668 1.577 0.647
O 2.835 0.937 1.235
O 3.369 2.625 -0.129
C 1.977 2.853 -0.277
C 1.290 1.627 -0.887
O 1.879 0.905 -1.653
C -0.135 1.457 -0.529
C -1.054 1.211 -1.548
C -2.402 1.111 -1.266
C -2.825 1.221 0.050
Br -4.676 1.161 0.437
C -1.919 1.391 1.084
C -0.575 1.518 0.792
C 0.763 -1.821 -1.336
C -0.607 -1.933 -1.273
H -5.208 -1.592 -0.582
H -4.982 -3.347 -0.470
H -5.054 -2.565 -2.079
H -1.007 -1.810 2.078
H 1.465 -1.628 1.971
H 3.212 -1.285 -1.212
H 5.530 -2.229 -0.578
H 5.958 -1.505 0.987
H 5.467 0.837 1.572
H 5.709 2.194 0.409
H 1.883 3.690 -0.973
H 1.528 3.117 0.684
H -0.704 1.129 -2.565
H -3.119 0.950 -2.057
H -2.265 1.428 2.105
H 0.138 1.620 1.595
H 1.263 -1.806 -2.293
H -1.190 -2.024 -2.176
*
```

As for the strongest force on any atom: 0.58 eV/A. Its SMILES is COC(=O)c1ccc(NC(=O)CSCC(=O)OCC(=O)c2ccc(Br)cc2)cc1. For the HOMO energy, the calculation gives -8.4 eV.

(5)
Formula: C29H24Cl2N4O2
Source: the OMol25 dataset
Level of theory: the ωB97M-V functional and the def2-TZVPD basis

```
! wB97M-V def2-TZVPD RIJCOSX def2/J DEFGRID3
* xyz 0 1
N -4.499 -0.718 1.499
C -3.374 -0.760 1.280
C -1.955 -0.580 1.035
C -1.766 0.882 1.510
C -2.822 1.770 1.704
N -3.585 2.647 1.829
C -0.481 1.432 1.926
O -0.288 2.639 1.833
C 0.570 0.521 2.393
Cl 2.143 1.163 2.541
C 0.330 -0.812 2.320
Cl 1.554 -1.951 2.630
C -1.015 -1.356 2.044
O -1.407 -2.331 2.718
C -1.837 5.297 -0.680
C -2.010 3.854 -1.026
C -0.899 3.018 -1.212
C -1.059 1.644 -1.244
C 0.132 0.718 -1.324
C -2.371 1.146 -1.153
N -2.535 -0.234 -1.237
C -1.988 -1.235 -0.391
N -2.665 -2.451 -1.040
C -2.393 -3.803 -0.766
C -2.798 -4.237 0.547
C -3.673 -3.393 1.232
C -2.401 -5.540 0.970
C -1.820 -6.429 0.067
C -1.476 -7.801 0.563
C -1.558 -6.005 -1.246
C -1.850 -4.712 -1.701
C -1.448 -4.370 -3.106
C -3.263 -2.075 -2.212
C -3.188 -0.733 -2.321
C -3.524 1.950 -1.210
C -4.917 1.395 -1.140
C -3.315 3.329 -1.118
H -2.802 5.798 -0.813
H -1.535 5.388 0.373
H -1.071 5.761 -1.315
H 0.124 3.421 -1.252
H 0.118 -0.086 -0.581
H 0.244 0.259 -2.323
H 1.034 1.293 -1.087
H -3.644 -3.384 2.315
H -0.911 -1.491 -0.450
H -4.524 -2.986 0.692
H -2.603 -5.812 2.008
H -1.009 -8.404 -0.209
H -0.797 -7.731 1.412
H -2.362 -8.328 0.919
H -1.055 -6.684 -1.936
H -0.816 -5.189 -3.453
H -2.265 -4.327 -3.835
H -0.852 -3.461 -3.191
H -3.654 -2.798 -2.919
H -3.528 -0.108 -3.139
H -5.600 2.219 -0.918
H -5.277 0.929 -2.061
H -5.034 0.696 -0.311
H -4.174 3.998 -1.000
*
```

As for the strongest force on any atom: 3.63 eV/A. For the HOMO energy, the calculation gives -6.7 eV.

(6)
Formula: C20H19N5O3S
Source: the OMol25 dataset
Level of theory: the ωB97M-V functional and the def2-TZVPD basis

```
! wB97M-V def2-TZVPD RIJCOSX def2/J DEFGRID3
* xyz 0 1
O 2.657 0.184 -2.184
C 2.108 -0.620 -1.390
C 2.934 -1.856 -0.939
S 3.373 -1.814 0.828
C 3.986 -3.466 0.864
N 3.957 -4.475 0.012
N 4.691 -5.530 0.407
C 4.972 -5.239 1.660
N 4.597 -3.927 1.942
N 0.995 -0.238 -0.666
N 0.354 0.954 -0.994
C -0.567 1.184 -0.153
C -1.289 2.428 -0.085
C -0.910 3.483 -0.890
C -1.457 4.850 -0.606
C -0.943 5.925 -1.261
C -1.866 7.015 -0.935
C -2.892 6.457 -0.216
O -2.612 5.204 0.039
C -2.432 2.526 0.944
C -3.045 1.136 1.372
C -2.271 -0.219 0.809
C -0.791 -0.006 0.804
C 0.200 -1.090 0.308
C -0.334 -2.446 -0.223
C -0.435 -2.884 -1.524
C -1.182 -4.085 -1.509
C -1.422 -4.426 -0.205
O -0.980 -3.323 0.564
H 2.400 -2.774 -1.199
H 3.841 -1.831 -1.502
H 5.607 -5.792 2.322
H 4.826 -3.331 2.697
H -0.074 3.443 -1.620
H -0.089 5.848 -1.890
H -1.707 8.075 -1.230
H -3.756 6.899 0.173
H -3.225 3.126 0.442
H -2.086 3.115 1.730
H -4.142 0.996 1.079
H -3.032 1.038 2.483
H -2.609 -0.303 -0.202
H -2.556 -1.090 1.291
H -0.494 0.272 1.890
H 0.868 -1.210 1.223
H -0.204 -2.281 -2.324
H -1.194 -4.638 -2.438
H -1.771 -5.267 0.304
*
```

As for the strongest force on any atom: 4.06 eV/A. Its SMILES is O=C(CSc1nnc[nH]1)N1N=C2/C(=C/c3ccco3)CCC[C@H]2[C@H]1c1ccco1. For the HOMO energy, the calculation gives -7.8 eV.

ΔE to the lowest compared entry with this formula, charge and spin for every record listed, in sequence, given in eV: 1.3676; 0.3343; 0.2488; 0.0000; 4.0200; 5.9237.